Arrangement w

Below is an isolated molecule of C3H8O2, with properties calculated with the ωB97M-V functional and the def2-TZVPD basis.

The LUMO energy is 0.8071 eV. The highest occupied orbital energy comes out at -10.09 eV. The orbital gap is 10.8943 eV. Its SMILES is C[C@@H](O)CO.

ORCA input file:
```
! RIJCOSX wB97M-V def2-TZVPD def2/J DEFGRID3
* xyz 0 1
C 0.79613 -0.90644 -1.04584
C 0.00291 0.29247 -0.55372
O -1.34935 0.07161 -0.87892
C 0.15896 0.48104 0.97690
O -1.05954 0.94065 1.55459
H 0.43375 -1.80946 -0.54098
H 1.86848 -0.79596 -0.84905
H 0.64926 -1.03879 -2.12158
H 0.37014 1.20347 -1.05698
H -1.84996 0.56463 -0.20908
H 0.47045 -0.46173 1.44399
H 0.92883 1.23080 1.18800
H -1.42007 0.22772 2.09268
*
```


Arrangement x

Below is an isolated molecule of C3H8O2, with properties calculated with the ωB97M-V functional and the def2-TZVPD basis.

The LUMO energy is 1.0171 eV. The highest occupied orbital energy comes out at -10.18 eV. The orbital gap is 11.1941 eV. Its SMILES is COCCO.

ORCA input file:
```
! RIJCOSX wB97M-V def2-TZVPD def2/J DEFGRID3
* xyz 0 1
C 1.73052 0.65018 0.45987
O 0.37159 0.36593 0.68258
C -0.11692 -0.73544 -0.05950
C -1.59729 -0.46710 -0.28588
O -1.76942 0.81936 -0.82954
H 1.93979 1.61078 0.93692
H 2.38850 -0.11693 0.89272
H 1.94475 0.72978 -0.61660
H 0.40021 -0.79065 -1.02945
H 0.04763 -1.68122 0.47990
H -2.00349 -1.18917 -1.00146
H -2.14429 -0.57944 0.66357
H -1.19160 1.38393 -0.29315
*
```


Arrangement y

Below is a cluster of 2 separate species, C3H8O2 in total, with properties calculated with the ωB97M-V functional and the def2-TZVPD basis.

The LUMO energy is 0.6153 eV. The highest occupied orbital energy comes out at -9.58 eV. The orbital gap is 10.1983 eV. Its SMILES is CCC=O.O.

ORCA input file:
```
! RIJCOSX wB97M-V def2-TZVPD def2/J DEFGRID3
* xyz 0 1
C -0.11274 0.46018 -1.09767
C -0.87426 0.43935 0.21965
C -1.76042 -0.79242 0.43016
O -2.38941 -1.36297 -0.40831
H -0.02907 1.42676 -1.58974
H -0.63133 -0.15631 -1.83417
H 0.88888 0.08433 -0.90750
H -0.17793 0.40088 1.05602
H -1.50945 1.30813 0.40332
H -1.80283 -1.11964 1.49582
O 2.47859 -0.34107 0.60134
H 3.16845 -0.92499 0.94310
H 2.75152 0.57777 0.68798
*
```


Least stable of them? arrangement x.


Arrangement w

Below is a cluster of 2 separate species, C3H8O2 in total, with properties calculated with the ωB97M-V functional and the def2-TZVPD basis.

The LUMO energy is 0.8033 eV. The highest occupied orbital energy comes out at -8.81 eV. The orbital gap is 9.6139 eV. Its SMILES is C=C(C)O.O.

ORCA input file:
```
! RIJCOSX wB97M-V def2-TZVPD def2/J DEFGRID3
* xyz 0 1
C -0.12660 -0.06695 -0.19617
C 0.85661 -0.50564 -0.97401
C 1.08128 -1.93857 -1.41477
O 1.97066 0.19405 -1.36893
H -0.93447 -0.75802 -0.01012
H -0.05418 0.86247 0.35083
H 0.44559 -2.14222 -2.29288
H 2.07177 -2.09491 -1.82143
H 0.72159 -2.70710 -0.73358
H 1.98652 1.06781 -0.97468
O -3.03623 1.83109 3.23660
H -3.84147 2.30446 3.44625
H -2.50325 2.47743 2.79221
*
```


Arrangement x

Below is a cluster of 2 separate species, C3H8O2 in total, with properties calculated with the ωB97M-V functional and the def2-TZVPD basis.

The LUMO energy is 0.7169 eV. The highest occupied orbital energy comes out at -9.16 eV. The orbital gap is 9.8796 eV. Its SMILES is C=CO.CO.

ORCA input file:
```
! RIJCOSX wB97M-V def2-TZVPD def2/J DEFGRID3
* xyz 0 1
C 0.75834 -0.20354 -1.70731
C 2.04653 0.04759 -1.48937
O 2.54475 0.63028 -0.33161
H 0.51030 -0.64958 -2.65710
H 0.03551 -0.05117 -0.92129
H 2.78634 -0.14505 -2.26233
H 2.16246 0.06345 0.33266
C -2.11138 -0.18230 1.48606
O -0.99138 0.55254 0.94750
H -2.43072 0.34800 2.38634
H -2.88368 -0.08918 0.72827
H -1.90714 -1.21020 1.77509
H -0.51992 0.88917 1.71309
*
```


Least stable of them? arrangement x.


Arrangement w

Below is a structure of composition C3H10NO4, with properties calculated with the ωB97M-V functional and the def2-TZVPD basis.

The LUMO energy is 3.6382 eV. The highest occupied orbital energy comes out at -5.22 eV. The orbital gap is 8.8569 eV.

ORCA input file:
```
! RIJCOSX wB97M-V def2-TZVPD def2/J DEFGRID3
* xyz -1 1
C 1.26473 -0.53161 -1.57067
C 0.72855 -0.34072 -0.02161
C -0.68262 0.24263 0.15532
O -1.49117 -0.08203 -0.76119
O -1.05012 0.97292 1.13756
N 2.31788 -1.49110 -2.25845
H 1.30024 0.47021 -1.89152
H 0.30221 -0.89389 -1.93729
H 1.42307 0.39532 0.47395
H 0.71696 -1.31601 0.50467
H 1.94475 -2.42417 -2.08023
H 2.42983 -0.79359 -1.17634
H -0.17426 0.51952 2.51584
H 0.88212 -0.51617 2.37585
O 0.51187 0.02397 3.03998
H -2.71004 1.93488 0.67686
H -4.07379 1.76984 0.01472
O -3.64024 2.06002 0.80256
*
```


Arrangement x

Below is a cluster of 3 separate species, C3H10NO4 in total, with properties calculated with the ωB97M-V functional and the def2-TZVPD basis.

The LUMO energy is 3.5800 eV. The highest occupied orbital energy comes out at -3.89 eV. The orbital gap is 7.4673 eV.

ORCA input file:
```
! RIJCOSX wB97M-V def2-TZVPD def2/J DEFGRID3
* xyz -1 1
O 3.92244 2.17264 -0.05338
C 2.97515 1.75256 -0.67985
C 2.10787 0.64824 -0.11666
N 0.94644 0.36654 -0.88597
C 0.02255 -0.70788 -0.43276
O -0.96575 -0.27722 0.35643
H 2.72856 2.18333 -1.66905
H 1.95053 1.03131 0.91652
H 2.73979 -0.22270 0.08234
H 0.47890 1.25158 -1.04960
H 0.68953 -1.52889 -0.08266
H -0.33981 -1.13213 -1.40160
H -4.05959 0.72535 0.86360
H -2.64181 0.23681 0.91703
O -3.46062 0.25342 1.46041
H -2.57769 -2.64798 1.20871
H -2.02860 -1.59949 0.30543
O -2.48791 -2.50549 0.26106
*
```


Least stable of them? arrangement w.


Arrangement w

Below is a cluster of 3 separate species, C2H12NO2 in total, with properties calculated with the ωB97M-V functional and the def2-TZVPD basis.

The LUMO energy is -3.2579 eV. The highest occupied orbital energy comes out at -15.60 eV. The orbital gap is 12.3419 eV.

ORCA input file:
```
! RIJCOSX wB97M-V def2-TZVPD def2/J DEFGRID3
* xyz 1 1
C -1.04241 0.37620 0.46657
N 0.18824 0.54622 -0.36008
C 0.32959 1.34606 -1.61377
H -1.88948 0.11508 -0.15905
H -0.87019 -0.36869 1.21970
H -1.38541 1.37430 0.82152
H 0.51431 -0.37638 -0.67236
H 0.94154 0.75554 0.30238
H 1.39795 1.50981 -1.79514
H -0.11183 2.32169 -1.43457
H -0.08066 0.86181 -2.49875
H -2.10275 -2.90909 -0.55495
H -0.67635 -2.61286 -0.46270
O -1.52201 -2.13685 -0.42837
H 2.23590 -1.04655 2.24840
H 2.24989 0.42994 2.75624
O 1.82368 -0.18625 2.16492
*
```


Arrangement x

Below is a cluster of 3 separate species, C2H12NO2 in total, with properties calculated with the ωB97M-V functional and the def2-TZVPD basis.

The LUMO energy is -3.0708 eV. The highest occupied orbital energy comes out at -15.10 eV. The orbital gap is 12.0294 eV.

ORCA input file:
```
! RIJCOSX wB97M-V def2-TZVPD def2/J DEFGRID3
* xyz 1 1
C 0.12302 1.45225 -0.90828
N 1.00631 0.27605 -0.64098
C 1.35070 0.08742 0.81903
H -0.90785 1.11432 -1.01269
H 0.41484 1.94861 -1.82052
H 0.14112 2.14299 -0.07509
H 0.56608 -0.56639 -1.05523
H 1.90730 0.42796 -1.08384
H 1.85747 0.99145 1.13323
H 0.43999 -0.12329 1.36489
H 2.02897 -0.76129 0.87486
H -2.31575 -0.88094 2.26489
H -2.60837 0.58238 2.45909
O -1.87938 -0.02101 2.26387
H -0.24043 -2.78263 -1.83834
H -1.39420 -1.99025 -1.20883
O -0.48983 -1.89762 -1.53608
*
```


Arrangement y

Below is a cluster of 3 separate species, C2H12NO2 in total, with properties calculated with the ωB97M-V functional and the def2-TZVPD basis.

The LUMO energy is -3.1014 eV. The highest occupied orbital energy comes out at -15.51 eV. The orbital gap is 12.4071 eV.

ORCA input file:
```
! RIJCOSX wB97M-V def2-TZVPD def2/J DEFGRID3
* xyz 1 1
C -0.25182 -0.38928 1.33344
N -0.13332 -0.81603 -0.11404
C 0.77455 0.06677 -0.93179
H -1.03995 -0.96496 1.79779
H 0.66555 -0.55345 1.88106
H -0.47600 0.67356 1.41791
H -1.06307 -0.81988 -0.54864
H 0.21370 -1.77217 -0.17935
H 0.34401 0.10617 -1.92957
H 1.76214 -0.41657 -1.00972
H 0.98012 1.07300 -0.60153
H 1.40546 1.96215 2.03855
H 2.80659 1.60399 1.72004
O 1.91912 1.41232 1.42500
H -2.97494 0.31637 -2.20507
H -2.69308 -1.16871 -2.06070
O -2.23907 -0.31327 -2.03338
*
```


Least stable of them? arrangement w.